Density functional theory data (the ωB97M-V functional and the def2-TZVPD basis) for the ion C5H10N with charge +1.

As for the spin multiplicity: 1. The calculation puts the gap between HOMO and LUMO at 10.228 eV. The calculation puts the HOMO energy at -13.9 eV. The charge is +1.

Each atom is followed by the atoms it is bonded to, with distances in Å.
Geometry (Å):
1 C -1.145 -1.328 -0.196  C2 1.546, C5 1.567, H7 1.049, H8 1.031
2 C -1.016 -0.221 -1.268  C1 1.546, C5 1.474, H9 1.091, H10 1.160
3 C 2.469 0.397 -0.267  C4 1.441, H11 1.020, H12 1.030
4 C 1.244 -0.277 0.081  C3 1.441, C5 1.652, H13 1.072
5 C -0.381 0.020 0.040  C1 1.567, C2 1.474, C4 1.652, N6 1.464
6 N -0.736 0.995 1.073  C5 1.464, H14 1.032, H15 1.022, H16 1.022
7 H -2.149 -1.414 0.095  C1 1.049
8 H -0.540 -2.163 -0.171  C1 1.031
9 H -0.359 -0.332 -2.131  C2 1.091
10 H -1.915 0.483 -1.475  C2 1.160
11 H 2.519 1.285 -0.767  C3 1.020
12 H 3.307 0.024 0.201  C3 1.030
13 H 1.254 -1.136 0.722  C4 1.072
14 H -0.149 1.822 1.263  N6 1.032
15 H -0.769 0.394 1.899  N6 1.022
16 H -1.635 1.450 0.902  N6 1.022

Density functional theory data (the ωB97M-V functional and the def2-TZVPD basis) for the ion C5H10N with charge +1.

As for the spin multiplicity: 1. The calculation puts the gap between HOMO and LUMO at 10.677 eV. The calculation puts the HOMO energy at -15.6 eV. The charge is +1.

Each atom is followed by the atoms it is bonded to, with distances in Å.
Geometry (Å):
1 C 0.171 1.625 -0.199  C3 1.522, N6 1.563, H7 1.106, H8 1.116
2 C -1.850 -0.043 0.495  C3 1.597, H9 1.043, H10 1.159, H13 1.085
3 C -0.723 1.023 0.875  C1 1.522, C2 1.597, H11 1.090, H12 1.120
4 C 1.663 -0.524 -0.469  C5 1.406, N6 1.194
5 C 1.552 -1.892 -0.778  C4 1.406, H14 1.161, H15 1.071, H16 1.082
6 N 1.355 0.628 -0.417  C1 1.563, C4 1.194
7 H -0.037 1.905 -1.248  C1 1.106
8 H 0.702 2.533 0.173  C1 1.116
9 H -2.459 0.488 -0.165  C2 1.043
10 H -1.396 -0.964 -0.042  C2 1.159
11 H -1.305 1.823 1.333  C3 1.090
12 H -0.100 0.341 1.508  C3 1.120
13 H -2.302 -0.342 1.436  C2 1.085
14 H 1.943 -2.507 0.125  C5 1.161
15 H 2.261 -2.217 -1.511  C5 1.071
16 H 0.524 -1.877 -1.116  C5 1.082

Density functional theory data (the ωB97M-V functional and the def2-TZVPD basis) for the ion C5H10N with charge +1.

As for the spin multiplicity: 1. The calculation puts the gap between HOMO and LUMO at 10.872 eV. The calculation puts the HOMO energy at -15.8 eV. The charge is +1.

Each atom is followed by the atoms it is bonded to, with distances in Å.
Geometry (Å):
1 C 1.090 -0.113 -0.680  C2 1.760, C3 1.556, H7 1.098, H14 1.072
2 C -0.564 0.064 -0.104  C1 1.760, C4 1.502, N6 1.321
3 C 2.069 -0.288 0.517  C1 1.556, H8 1.032, H9 1.135, H10 1.158
4 C -0.567 1.204 0.875  C2 1.502, H11 1.015, H12 1.037, H13 1.109
5 C -2.873 -0.986 -0.583  N6 1.271, H15 1.089, H16 1.026
6 N -1.705 -0.503 -0.454  C2 1.321, C5 1.271
7 H 1.256 0.867 -1.146  C1 1.098
8 H 2.930 -0.635 0.065  C3 1.032
9 H 1.704 -1.046 1.280  C3 1.135
10 H 2.358 0.718 1.013  C3 1.158
11 H -1.460 1.686 0.875  C4 1.015
12 H 0.355 1.675 0.927  C4 1.037
13 H -0.647 0.691 1.855  C4 1.109
14 H 1.154 -0.977 -1.310  C1 1.072
15 H -3.504 -0.779 -1.446  C5 1.089
16 H -3.225 -1.522 0.218  C5 1.026

Density functional theory data (the ωB97M-V functional and the def2-TZVPD basis) for the ion C5H10N with charge +1.

As for the spin multiplicity: 1. The calculation puts the gap between HOMO and LUMO at 11.610 eV. The calculation puts the HOMO energy at -15.8 eV. The charge is +1.

Each atom is followed by the atoms it is bonded to, with distances in Å.
Geometry (Å):
1 C 1.202 1.293 -1.358  C2 1.268, N6 1.511, H7 1.075
2 C 1.985 0.838 -0.471  C1 1.268, N6 1.449, H8 1.144
3 C -1.598 -0.420 -0.451  C5 1.547, H9 1.101, H10 1.069, H11 1.154
4 C -0.094 -0.825 1.395  C5 1.447, H12 1.163, H13 1.097, H14 1.143
5 C -0.117 -0.482 -0.011  C3 1.547, C4 1.447, N6 1.471, H15 1.301
6 N 0.595 0.805 -0.063  C1 1.511, C2 1.449, C5 1.471, H16 1.056
7 H 0.890 1.465 -2.373  C1 1.075
8 H 3.025 0.750 0.000  C2 1.144
9 H -1.764 -0.352 -1.537  C3 1.101
10 H -2.351 -1.084 -0.082  C3 1.069
11 H -1.961 0.597 -0.042  C3 1.154
12 H -0.607 -1.859 1.534  C4 1.163
13 H -0.551 -0.016 1.980  C4 1.097
14 H 0.935 -0.847 1.891  C4 1.143
15 H 0.498 -1.388 -0.713  C5 1.301
16 H -0.086 1.525 0.301  N6 1.056

Density functional theory data (the ωB97M-V functional and the def2-TZVPD basis) for the ion C5H10N with charge +1.

As for the spin multiplicity: 1. The calculation puts the gap between HOMO and LUMO at 11.442 eV. The calculation puts the HOMO energy at -16.1 eV. The charge is +1.

Each atom is followed by the atoms it is bonded to, with distances in Å.
Geometry (Å):
1 C 1.996 -1.660 -0.101  N6 1.253, H7 1.062, H8 1.044
2 C -1.332 0.080 0.359  C3 1.600, C4 1.511, H9 1.057, H10 1.176
3 C 0.052 -0.068 -0.431  C2 1.600, C5 1.500, N6 1.287
4 C -1.253 0.550 1.793  C2 1.511, H11 1.123, H12 1.084, H13 1.145
5 C 0.367 0.739 -1.656  C3 1.500, H14 1.211, H15 1.105, H16 1.046
6 N 0.990 -0.924 -0.224  C1 1.253, C3 1.287
7 H 2.886 -1.262 0.319  C1 1.062
8 H 2.127 -2.499 -0.710  C1 1.044
9 H -1.845 -0.831 0.201  C2 1.057
10 H -1.865 0.988 -0.163  C2 1.176
11 H -0.886 -0.253 2.486  C4 1.123
12 H -2.229 0.947 2.045  C4 1.084
13 H -0.509 1.393 2.011  C4 1.145
14 H 1.518 1.106 -1.733  C5 1.211
15 H -0.362 1.568 -1.694  C5 1.105
16 H 0.345 0.127 -2.504  C5 1.046

Density functional theory data (the ωB97M-V functional and the def2-TZVPD basis) for the ion C5H10N with charge +1.

As for the spin multiplicity: 3. The calculation puts the gap between HOMO and LUMO (alpha / beta) at 6.270 / 8.218 eV. The calculation puts the HOMO energy (alpha / beta) at -9.1 / -16.7 eV. The charge is +1.

Each atom is followed by the atoms it is bonded to, with distances in Å.
Geometry (Å):
1 C -0.261 1.400 0.565  C3 1.481, N6 1.466, H7 1.136, H8 1.067
2 C 0.152 0.497 -1.293  C3 1.494, N6 1.416, H9 1.072, H10 1.173
3 C 0.679 0.356 0.097  C1 1.481, C2 1.494, C4 1.515, N6 1.512
4 C 1.739 -0.608 0.590  C3 1.515, H11 1.085, H12 1.030, H13 1.076
5 C -1.660 -0.866 0.027  N6 1.485, H14 1.106, H15 1.086, H16 1.113
6 N -0.790 0.305 -0.255  C1 1.466, C2 1.416, C3 1.512, C5 1.485
7 H -0.684 1.425 1.620  C1 1.136
8 H -0.195 2.293 -0.014  C1 1.067
9 H 0.088 1.431 -1.815  C2 1.072
10 H 0.338 -0.397 -2.031  C2 1.173
11 H 2.385 -0.003 1.217  C4 1.085
12 H 2.295 -0.984 -0.191  C4 1.030
13 H 1.308 -1.434 1.128  C4 1.076
14 H -2.612 -0.500 0.454  C5 1.106
15 H -1.776 -1.503 -0.844  C5 1.086
16 H -1.005 -1.411 0.744  C5 1.113

Computed F_max, in the same sequence as the records: 0.153, 0.139, 0.077, 0.095, 0.080, 0.262 Eh/bohr.
Computed ΔE to the lowest compared entry with this formula, charge and spin, in the same sequence as the records: 2.981, 2.261, 2.381, 4.186, 1.860, 5.272 eV.